[1]
{
  "formula": "C4H8NOS",
  "method": "wB97M-V/def2-TZVPD",
  "largest_force_ev_per_a": 4.47,
  "multiplicity": 1,
  "lumo_energy_ev": [-4.391, -5.242],
  "total_charge": 1,
  "de_lowest_ev": 6.4319,
  "elements": ["C", "C", "C", "C", "N", "O", "S", "H", "H", "H", "H", "H", "H", "H", "H"],
  "xyz": [[0.96811, 0.63541, -2.63754], [1.10599, 0.48304, -1.29647], [-0.88090, -0.73234, -0.18115], [0.29384, 0.10799, -0.19266], [0.97435, 0.07684, 1.12768], [2.31299, 1.13624, -1.08964], [2.43249, 1.49889, -2.79254], [0.28931, 0.14861, -3.25626], [-1.26925, -0.92168, 0.72636], [-1.69195, -0.37927, -0.88759], [-0.85106, -1.69236, -0.56651], [-0.73576, 2.26094, -0.25088], [1.73748, -0.65459, 1.25928], [0.37803, 0.28300, 1.90594], [1.62000, 0.80554, 1.39283]],
  "mulliken_charge": [-0.28, 0.47, -1.41, 0.07, -0.28, -0.45, 0.11, 0.43, 0.48, 0.31, 0.39, 0.06, 0.36, 0.37, 0.36]
}

***

[2]
{
  "formula": "CH3FOS",
  "method": "wB97M-V/def2-TZVPD",
  "largest_force_ev_per_a": 3.82,
  "multiplicity": 1,
  "lumo_energy_ev": -0.637,
  "de_lowest_ev": 1.3583,
  "elements": ["C", "O", "F", "S", "H", "H", "H"],
  "xyz": [[-1.11229, -0.45021, -0.22731], [1.13483, -1.22254, 0.58563], [3.03473, 0.37412, -0.01007], [0.20536, -1.28694, -0.53296], [-1.93799, -0.68019, -0.73728], [2.84504, -0.37931, 0.50995], [-0.97966, 0.36139, 0.44962]],
  "mulliken_charge": [-0.46, -0.54, -0.41, 0.39, 0.34, 0.42, 0.26]
}

***

[3]
{
  "formula": "C5H10",
  "method": "wB97M-V/def2-TZVPD",
  "largest_force_ev_per_a": 3.83,
  "multiplicity": 1,
  "lumo_energy_ev": 1.151,
  "de_lowest_ev": 2.5361,
  "elements": ["C", "C", "C", "H", "H", "H", "H", "H", "H", "C", "C", "H", "H", "H", "H"],
  "xyz": [[-1.35032, -1.16920, 1.45001], [-0.94087, -0.00456, 0.94356], [-1.65740, 1.28055, 0.57212], [-0.54290, -1.83124, 1.68411], [-2.34116, -1.46550, 1.68424], [0.16420, 0.14252, 0.81448], [-2.74014, 1.24059, 0.52784], [-1.31575, 1.66287, -0.42067], [-1.26635, 2.02449, 1.20761], [2.28596, 0.20347, -1.18174], [1.64104, -0.85792, -1.70583], [2.64234, 1.14297, -1.72782], [2.15727, 0.31815, -0.04885], [1.84586, -1.05120, -2.74126], [1.41823, -1.63599, -1.05782]],
  "mulliken_charge": [-0.81, 0.41, -1.02, 0.25, 0.31, -0.04, 0.34, 0.26, 0.29, -0.44, -0.51, 0.23, 0.19, 0.28, 0.27]
}

***

[4]
{
  "formula": "C36H30BaN5PS2",
  "method": "wB97M-V/def2-TZVPD",
  "largest_force_ev_per_a": 0.66,
  "multiplicity": 1,
  "lumo_energy_ev": 0.171,
  "de_lowest_ev": 0.0000,
  "elements": ["Ba", "C", "C", "C", "C", "C", "C", "P", "C", "C", "C", "C", "C", "C", "C", "C", "C", "C", "C", "C", "H", "H", "H", "H", "H", "H", "H", "H", "H", "H", "H", "H", "H", "H", "N", "C", "C", "C", "C", "C", "C", "C", "C", "C", "C", "C", "C", "H", "H", "H", "H", "H", "H", "H", "H", "H", "H", "N", "C", "N", "C", "C", "S", "C", "C", "S", "C", "N", "N", "H", "H", "H", "H", "H", "H"],
  "xyz": [[-1.23321, -0.47977, 0.56971], [1.10565, 4.57372, -1.04828], [0.98503, 4.54970, 0.33596], [1.21803, 3.37335, 1.03937], [1.56513, 2.20630, 0.36215], [1.67420, 2.23832, -1.02921], [1.45496, 3.41531, -1.73201], [1.88394, 0.60650, 1.19498], [3.70069, 0.57394, 1.35089], [4.32087, -0.67287, 1.38371], [5.69745, -0.77823, 1.54216], [6.46917, 0.36922, 1.65845], [5.86134, 1.61916, 1.61625], [4.48502, 1.72092, 1.46617], [1.18161, 0.87388, 2.86058], [1.96123, 1.12616, 3.98743], [1.34207, 1.31141, 5.21900], [-0.04192, 1.23753, 5.30300], [-0.79434, 0.96806, 4.15957], [-0.23234, 0.75556, 2.88728], [0.91889, 5.49155, -1.59339], [0.70940, 5.45182, 0.87017], [1.11599, 3.35077, 2.11858], [1.92119, 1.32765, -1.56692], [1.53311, 3.42108, -2.81246], [3.71915, -1.56978, 1.28204], [6.16474, -1.75464, 1.56633], [7.54302, 0.29154, 1.77458], [6.46121, 2.51698, 1.70046], [4.01997, 2.70022, 1.42952], [3.04272, 1.18924, 3.91589], [1.93663, 1.51067, 6.10227], [-0.53184, 1.38203, 6.26010], [-1.87545, 0.90463, 4.28716], [-3.30058, -1.47232, -1.10483], [-3.71669, -2.74743, -0.62043], [-4.99901, -2.86328, -0.08803], [-5.45584, -4.06442, 0.42884], [-4.62073, -5.17155, 0.41749], [-3.34206, -5.04834, -0.10521], [-2.84908, -3.85125, -0.62842], [-1.42854, -3.81003, -1.12838], [-1.01191, -4.85159, -1.96249], [0.32351, -4.96099, -2.33451], [1.24108, -4.02877, -1.86356], [0.79428, -2.96264, -1.08158], [-0.54733, -2.80069, -0.67703], [-4.08868, -0.87797, -1.32735], [-2.68748, -1.51804, -1.91269], [-5.65315, -1.99659, -0.09853], [-6.45696, -4.13069, 0.83609], [-4.95376, -6.11791, 0.82297], [-2.67417, -5.90182, -0.08857], [-1.72940, -5.58415, -2.31976], [0.64463, -5.77702, -2.97193], [2.29082, -4.12323, -2.12127], [1.53767, -2.23236, -0.75644], [-0.63803, -1.71241, -3.73891], [-0.81458, -0.36130, -3.73005], [-1.23332, 0.31732, -2.69540], [-1.35887, 1.66180, -3.02071], [-1.02684, 2.00022, -4.28326], [-0.53445, 0.59399, -5.14952], [-1.84079, 2.59716, -1.98591], [-2.28402, 3.85652, -2.18679], [-2.65659, 4.59771, -0.67348], [-2.20485, 3.13997, 0.13191], [-1.84702, 2.17829, -0.66874], [-2.23996, 2.98859, 1.49551], [-0.47353, -2.15558, -2.83686], [-0.12573, -2.11764, -4.50262], [-1.02423, 2.97630, -4.74224], [-2.41346, 4.38746, -3.11602], [-2.31188, 3.82814, 2.04575], [-1.57179, 2.31461, 1.88148]],
  "mulliken_charge": [1.92, -0.50, -0.77, -0.18, 0.92, -0.64, -0.50, -0.04, 0.09, -0.48, -0.63, -0.46, -0.64, -0.08, 0.59, -0.12, -0.60, -0.67, -0.47, -1.25, 0.40, 0.41, 0.41, 0.31, 0.41, 0.33, 0.39, 0.37, 0.40, 0.34, 0.37, 0.40, 0.37, 0.36, -0.27, 0.57, -0.79, -0.62, -0.76, -0.82, 0.30, 0.99, -0.63, -0.69, -0.62, -0.18, -0.78, 0.20, 0.11, 0.31, 0.39, 0.38, 0.48, 0.51, 0.39, 0.39, 0.28, -0.34, 0.32, 0.14, -0.16, -0.51, -0.29, -0.43, -0.36, -0.24, 0.28, 0.41, -0.37, 0.11, 0.28, 0.46, 0.44, 0.29, 0.05]
}

***

[5]
{
  "formula": "C3H10N2O",
  "method": "wB97M-V/def2-TZVPD",
  "largest_force_ev_per_a": 2.53,
  "multiplicity": 1,
  "lumo_energy_ev": 1.001,
  "de_lowest_ev": 2.1344,
  "elements": ["N", "C", "C", "N", "H", "H", "H", "H", "H", "H", "C", "O", "H", "H", "H", "H"],
  "xyz": [[2.70485, 0.77697, 0.70034], [1.34500, 0.69053, 0.23268], [0.77978, 1.41336, -0.79915], [-0.60792, 1.22829, -1.19744], [2.87023, 0.19209, 1.49874], [3.35723, 0.50443, -0.00150], [0.68686, 0.09043, 0.85216], [1.26659, 2.23186, -1.30133], [-0.65771, 1.51709, -2.16961], [-1.24630, 1.89917, -0.69488], [-1.74470, -2.08677, 0.62422], [-2.22915, -0.78647, 0.31977], [-2.34734, -2.85868, 0.08399], [-0.62449, -2.15514, 0.54638], [-1.87839, -2.31872, 1.66353], [-1.67453, -0.33844, -0.35790]],
  "mulliken_charge": [-0.57, 0.03, -0.49, -0.57, 0.26, 0.23, 0.21, 0.34, 0.26, 0.25, -0.53, -0.53, 0.24, 0.20, 0.25, 0.43]
}

***

[6]
{
  "formula": "C3H10S",
  "method": "wB97M-V/def2-TZVPD",
  "largest_force_ev_per_a": 1.61,
  "multiplicity": 2,
  "lumo_energy_ev": [3.904, 3.903],
  "total_charge": -1,
  "de_lowest_ev": 0.3093,
  "s_squared": 0.751,
  "elements": ["C", "S", "H", "H", "H", "H", "C", "C", "H", "H", "H", "H", "H", "H"],
  "xyz": [[0.93838, 3.07418, 0.37796], [0.92389, 2.01954, 1.88551], [0.42687, 4.01326, 0.55544], [1.95694, 3.13399, 0.01510], [0.32318, 2.53622, -0.34959], [0.22242, 0.94159, 1.43262], [-0.10561, -2.50951, -0.66402], [-1.10808, -1.45074, -0.29536], [0.92587, -2.13852, -0.61388], [-0.12406, -2.72846, -1.73256], [-0.21217, -3.40547, -0.07045], [-1.17214, -0.59167, -0.96014], [-2.11848, -1.86875, -0.26805], [-0.87700, -1.02565, 0.68741]],
  "mulliken_charge": [-2.74, 0.01, 0.68, 0.67, 0.65, 0.02, -1.24, -1.60, 0.47, 0.38, 0.40, 0.65, 0.41, 0.25]
}